# 1
Here is C16H17N3O3S in the gas phase from the OMol25 dataset. Energies are from wB97M-V/def2-TZVPD.

As for the highest occupied orbital energy: -8.38 eV. The SMILES is COc1cccc(OC)c1C(=O)NC(=S)NCc1cccnc1. The calculation puts the energy relative to the best compared isomer or geometry (same formula, charge and spin) at 34.6 kcal/mol. The largest force on an atom comes out at 0.0131 Eh/bohr. The calculation puts the LUMO energy at 0.3 eV. The value obtained for the total energy is -38315.942 eV. The HOMO-LUMO gap comes out at 8.7 eV. Its total charge is 0.

Geometry (Å):
C (-2.850, -2.567, 1.299)
O (-2.971, -2.111, -0.035)
C (-3.372, -0.797, -0.169)
C (-4.679, -0.534, -0.552)
C (-5.089, 0.774, -0.726)
C (-4.216, 1.825, -0.521)
C (-2.900, 1.580, -0.135)
O (-1.964, 2.535, 0.043)
C (-2.325, 3.887, -0.113)
C (-2.472, 0.251, 0.046)
C (-1.075, -0.001, 0.498)
O (-0.542, 0.619, 1.400)
N (-0.449, -1.003, -0.196)
C (0.848, -1.466, -0.037)
S (1.348, -2.690, -1.022)
N (1.584, -0.903, 0.923)
C (2.990, -1.173, 1.113)
C (3.820, -0.089, 0.476)
C (4.188, 1.049, 1.183)
C (4.911, 2.038, 0.538)
C (5.231, 1.850, -0.799)
N (4.881, 0.775, -1.483)
C (4.194, -0.166, -0.863)
H (-2.442, -3.574, 1.236)
H (-3.827, -2.595, 1.791)
H (-2.175, -1.934, 1.884)
H (-5.352, -1.361, -0.713)
H (-6.106, 0.981, -1.025)
H (-4.564, 2.835, -0.665)
H (-2.656, 4.098, -1.135)
H (-3.107, 4.179, 0.595)
H (-1.420, 4.454, 0.098)
H (-0.988, -1.517, -0.885)
H (1.159, -0.116, 1.413)
H (3.188, -1.224, 2.188)
H (3.207, -2.140, 0.652)
H (3.915, 1.156, 2.224)
H (5.216, 2.933, 1.058)
H (5.794, 2.592, -1.350)
H (3.927, -1.028, -1.462)

Results of the natural (NBO) charge analysis, in e, for atoms 1 through 8: C -0.25; O -0.53; C 0.33; C -0.29; C -0.15; C -0.31; C 0.36; O -0.48

---

# 2
Here is C16H17N3O3S in the gas phase in a non-equilibrium geometry from the OMol25 dataset. Energies are from wB97M-V/def2-TZVPD.

As for the highest occupied orbital energy: -8.32 eV. The SMILES is CCOc1ccccc1/C=N/NC(=O)CNC(=O)c1cccs1. The calculation puts the energy relative to the best compared isomer or geometry (same formula, charge and spin) at 48.3 kcal/mol. The largest force on an atom comes out at 0.0260 Eh/bohr. The calculation puts the LUMO energy at 0.4 eV. The value obtained for the total energy is -38315.351 eV. The HOMO-LUMO gap comes out at 8.7 eV. Its total charge is 0.

Geometry (Å):
C (-1.082, -1.199, 3.080)
C (-0.707, 0.278, 3.063)
O (-0.299, 0.752, 1.789)
C (-1.206, 1.190, 0.898)
C (-2.584, 1.016, 1.010)
C (-3.446, 1.546, 0.068)
C (-2.961, 2.288, -0.995)
C (-1.599, 2.486, -1.111)
C (-0.708, 1.932, -0.197)
C (0.714, 2.145, -0.388)
N (1.570, 1.265, -0.067)
N (2.878, 1.494, -0.272)
C (3.841, 0.531, -0.193)
O (5.009, 0.822, -0.325)
C (3.359, -0.896, 0.016)
N (2.176, -1.210, -0.745)
C (1.057, -1.680, -0.135)
O (1.083, -2.188, 0.970)
C (-0.184, -1.548, -0.908)
C (-0.470, -0.835, -2.042)
C (-1.832, -0.879, -2.388)
C (-2.565, -1.620, -1.513)
S (-1.609, -2.273, -0.253)
H (-1.168, -1.535, 4.109)
H (-2.024, -1.385, 2.572)
H (-0.304, -1.771, 2.581)
H (0.176, 0.430, 3.690)
H (-1.522, 0.902, 3.454)
H (-2.995, 0.455, 1.834)
H (-4.508, 1.382, 0.173)
H (-3.637, 2.711, -1.722)
H (-1.206, 3.065, -1.934)
H (1.010, 3.094, -0.857)
H (3.201, 2.434, -0.525)
H (4.189, -1.562, -0.244)
H (3.104, -1.049, 1.071)
H (2.094, -0.796, -1.659)
H (0.255, -0.283, -2.614)
H (-2.249, -0.380, -3.244)
H (-3.618, -1.819, -1.539)

Results of the natural (NBO) charge analysis, in e, for atoms 1 through 8: C -0.66; C -0.06; O -0.50; C 0.42; C -0.32; C -0.18; C -0.25; C -0.16

---

# 3
Here is C16H17N5O2S in the gas phase in a non-equilibrium geometry from the OMol25 dataset. Energies are from wB97M-V/def2-TZVPD.

As for the highest occupied orbital energy: -8.81 eV. The SMILES is CCOC(=O)[C@H](CC)Sc1ccc2nnc(-c3cccnc3)n2n1. The calculation puts the energy relative to the best compared isomer or geometry (same formula, charge and spin) at 95.0 kcal/mol. The largest force on an atom comes out at 0.0930 Eh/bohr. The calculation puts the LUMO energy at -0.8 eV. The value obtained for the total energy is -39244.832 eV. The HOMO-LUMO gap comes out at 8.1 eV. Its total charge is 0.

Geometry (Å):
C (2.193, -1.017, -1.413)
C (2.230, -1.716, -0.106)
O (0.988, -1.870, 0.460)
C (0.962, -2.221, 1.798)
O (1.862, -2.790, 2.328)
C (-0.219, -1.663, 2.668)
C (-1.333, -0.991, 1.798)
C (-2.293, -2.025, 1.136)
S (0.442, -0.484, 3.809)
C (1.435, 0.481, 2.781)
C (2.962, 0.387, 2.885)
C (3.808, 1.248, 2.188)
C (2.977, 2.239, 1.259)
N (3.344, 3.318, 0.572)
N (2.188, 3.906, -0.002)
C (1.163, 3.137, 0.239)
C (-0.010, 3.339, -0.581)
C (-0.997, 2.417, -0.609)
C (-2.133, 2.627, -1.405)
C (-2.214, 3.756, -2.216)
N (-1.155, 4.591, -2.278)
C (-0.132, 4.425, -1.473)
N (1.585, 2.081, 1.187)
N (0.827, 1.235, 1.882)
H (1.750, -1.462, -2.212)
H (1.688, -0.008, -1.275)
H (3.271, -0.732, -1.734)
H (2.915, -1.090, 0.511)
H (2.768, -2.725, -0.348)
H (-0.679, -2.361, 3.321)
H (-1.878, -0.259, 2.362)
H (-0.863, -0.428, 1.053)
H (-2.906, -1.608, 0.367)
H (-2.974, -2.494, 1.908)
H (-1.850, -2.862, 0.613)
H (3.298, -0.383, 3.596)
H (4.945, 1.314, 2.225)
H (-0.911, 1.529, 0.117)
H (-2.878, 1.868, -1.237)
H (-3.142, 3.877, -2.746)
H (0.661, 5.105, -1.729)

Results of the natural (NBO) charge analysis, in e, for atoms 1 through 8: C -0.61; C -0.08; O -0.53; C 0.81; O -0.56; C -0.45; C -0.40; C -0.62

---

# 4
Here is 2 unconnected molecules or ions with the total composition C16H17NO in a non-equilibrium geometry from the OMol25 dataset. Energies are from wB97M-V/def2-TZVPD.

As for the highest occupied orbital energy (spin up / spin down): -10.64 / -10.64 eV. The calculation puts the energy relative to the best compared isomer or geometry (same formula, charge and spin) at 35.1 kcal/mol. The largest force on an atom comes out at 0.0926 Eh/bohr. As for the spin multiplicity: 2. The calculation puts the LUMO energy (spin up / spin down) at -3.5 / -7.0 eV. The value obtained for the total energy is -20396.421 eV. The HOMO-LUMO gap (spin up / spin down) comes out at 7.2 / 3.6 eV. Its total charge is +1.

Geometry (Å):
C (-0.017, -0.868, 3.644)
C (-1.685, -0.861, 1.736)
C (-1.305, -1.278, 3.074)
C (-2.966, -1.406, 1.537)
C (-2.343, -2.118, 3.551)
C (-1.796, 0.136, -0.437)
C (-2.999, -0.645, -0.758)
C (-1.120, -0.037, 0.741)
C (-3.586, -1.280, 0.290)
N (-3.311, -2.268, 2.600)
H (-1.531, 0.812, -1.196)
H (-3.315, -0.760, -1.773)
H (-0.314, 0.667, 0.844)
H (-4.554, -1.918, 0.226)
H (0.057, 0.206, 3.778)
H (0.840, -1.230, 3.073)
H (-2.309, -2.461, 4.563)
H (-4.228, -2.643, 2.751)
H (0.045, -1.324, 4.645)
C (2.283, 3.486, -2.899)
C (1.854, 1.831, -1.038)
C (2.423, 2.118, -2.234)
C (1.627, 0.496, -0.604)
C (3.020, 1.111, -3.019)
C (2.154, -0.461, -1.448)
C (2.969, -0.191, -2.589)
O (1.906, -1.769, -1.142)
H (1.683, 2.705, -0.416)
H (1.181, 0.428, 0.377)
H (1.264, 3.823, -2.686)
H (2.310, 3.397, -3.963)
H (3.525, 1.371, -3.925)
H (3.538, -1.046, -2.919)
H (1.815, -2.236, -1.979)
H (2.889, 4.215, -2.404)

Results of the natural (NBO) charge analysis, in e, for atoms 1 through 8: C -0.68; C -0.07; C 0.12; C 0.17; C 0.13; C -0.20; C -0.08; C -0.14

---

Repeat the second record exactly.
Here is C16H17N3O3S in the gas phase in a non-equilibrium geometry from the OMol25 dataset. Energies are from wB97M-V/def2-TZVPD.

As for the highest occupied orbital energy: -8.32 eV. The SMILES is CCOc1ccccc1/C=N/NC(=O)CNC(=O)c1cccs1. The calculation puts the energy relative to the best compared isomer or geometry (same formula, charge and spin) at 48.3 kcal/mol. The largest force on an atom comes out at 0.0260 Eh/bohr. The calculation puts the LUMO energy at 0.4 eV. The value obtained for the total energy is -38315.351 eV. The HOMO-LUMO gap comes out at 8.7 eV. Its total charge is 0.

Geometry (Å):
C (-1.082, -1.199, 3.080)
C (-0.707, 0.278, 3.063)
O (-0.299, 0.752, 1.789)
C (-1.206, 1.190, 0.898)
C (-2.584, 1.016, 1.010)
C (-3.446, 1.546, 0.068)
C (-2.961, 2.288, -0.995)
C (-1.599, 2.486, -1.111)
C (-0.708, 1.932, -0.197)
C (0.714, 2.145, -0.388)
N (1.570, 1.265, -0.067)
N (2.878, 1.494, -0.272)
C (3.841, 0.531, -0.193)
O (5.009, 0.822, -0.325)
C (3.359, -0.896, 0.016)
N (2.176, -1.210, -0.745)
C (1.057, -1.680, -0.135)
O (1.083, -2.188, 0.970)
C (-0.184, -1.548, -0.908)
C (-0.470, -0.835, -2.042)
C (-1.832, -0.879, -2.388)
C (-2.565, -1.620, -1.513)
S (-1.609, -2.273, -0.253)
H (-1.168, -1.535, 4.109)
H (-2.024, -1.385, 2.572)
H (-0.304, -1.771, 2.581)
H (0.176, 0.430, 3.690)
H (-1.522, 0.902, 3.454)
H (-2.995, 0.455, 1.834)
H (-4.508, 1.382, 0.173)
H (-3.637, 2.711, -1.722)
H (-1.206, 3.065, -1.934)
H (1.010, 3.094, -0.857)
H (3.201, 2.434, -0.525)
H (4.189, -1.562, -0.244)
H (3.104, -1.049, 1.071)
H (2.094, -0.796, -1.659)
H (0.255, -0.283, -2.614)
H (-2.249, -0.380, -3.244)
H (-3.618, -1.819, -1.539)

Results of the natural (NBO) charge analysis, in e, for atoms 1 through 8: C -0.66; C -0.06; O -0.50; C 0.42; C -0.32; C -0.18; C -0.25; C -0.16